A cluster of 2 separate species, C7H13N2 in total in a non-equilibrium geometry, computed with wB97M-V/def2-TZVPD.

Cartesian coordinates (Å):
C1 -3.163 -0.137 0.258
C2 -1.948 -0.238 0.283
C3 1.190 1.134 -0.797
C4 1.502 -0.410 -0.749
C5 -0.579 -0.069 0.010
C6 -0.990 2.253 -0.032
C7 0.227 -2.279 0.227
N1 -0.271 1.105 -0.637
N2 0.266 -1.119 -0.565
H1 -4.165 0.018 0.526
H2 1.563 1.661 0.041
H3 1.607 1.510 -1.743
H4 1.928 -0.723 -1.753
H5 2.234 -0.582 -0.004
H6 0.301 0.081 1.601
H7 -2.130 2.374 -0.293
H8 -0.872 2.128 1.022
H9 -0.535 3.144 -0.409
H10 0.256 -1.837 1.160
H11 -0.703 -2.960 0.072
H12 1.216 -2.836 0.043
H13 -0.033 -1.243 -1.536

Values from the calculation:
LUMO	-0.145	Ha
E_HOMO	-13.017	eV
net charge	+1
calculated total energy	-10437.516	eV
ΔE to the lowest compared entry with this formula, charge and spin	644.7	kJ/mol
F_max	0.0941	hartree/bohr

Here are the natural (NBO) charges for atoms 1 to 2, given in e: C -0.0690; C -0.0805